Entry 1:
Formula: C4H5N3
Source: the Open Molecules 2025 dataset
Level of theory: ωB97M-V/def2-TZVPD

The geometry in XYZ format:
```
12
C4H5N3 ωB97M-V/def2-TZVPD
C 0.6809 0.0686 2.2555
C 0.1084 0.7195 1.1961
C -0.0087 0.1122 -2.2797
C -0.3397 -0.0803 -1.0453
N 0.9663 -1.1991 1.8713
N 0.6192 -1.3831 0.6729
N 0.0857 -0.2192 0.1942
H 0.9109 0.4167 3.2410
H -0.2506 1.7140 1.0523
H -0.7213 0.1023 -3.0853
H 1.0222 0.3004 -2.5718
H -3.0734 -0.5520 -1.5013
```

Energy (Ha): -319.43904
Net charge: 0

Entry 2:
Formula: C6H12NO
Source: the Open Molecules 2025 dataset
Level of theory: ωB97M-V/def2-TZVPD

The geometry in XYZ format:
```
20
C6H12NO ωB97M-V/def2-TZVPD
C 2.0539 -1.3243 -0.1301
O 3.0563 -0.7251 0.4882
C 0.8819 -0.3182 -0.5769
C 0.5127 0.4104 0.7901
C -0.6275 0.5170 -0.1144
C -1.8732 -0.1842 0.2227
C -2.8866 0.6624 0.8915
N 1.5693 0.6757 -1.4294
H 1.5422 -2.1500 0.4388
H 2.4199 -1.9065 -1.0140
H 0.1988 -0.9610 -1.1430
H 0.2909 -0.3132 1.5627
H 1.3328 1.1011 0.9129
H -0.7164 1.5499 -0.5022
H -2.3018 -1.0069 -0.3307
H -3.8158 0.1068 1.0360
H -2.6794 1.1100 1.8836
H -3.1888 1.5933 0.3138
H 1.7739 0.3189 -2.3453
H 2.4570 0.8440 -0.9544
```

Energy (Ha): -365.60233
Net charge: -1

Entry 3:
Formula: C3H5NO
Source: the Open Molecules 2025 dataset
Level of theory: ωB97M-V/def2-TZVPD

The geometry in XYZ format:
```
10
C3H5NO ωB97M-V/def2-TZVPD
O -2.2299 -0.0437 -0.0314
C -1.0430 -0.0493 -0.1241
C 0.0026 1.0943 -0.1030
N 1.0723 0.0466 -0.1652
C 0.1293 -1.0711 -0.1008
H -0.0639 1.7517 -0.9290
H 0.0573 1.5892 0.8724
H 1.7032 0.0571 0.6205
H 0.1058 -1.5856 0.8920
H 0.2662 -1.7891 -0.9313
```

Energy (Ha): -247.25481
SMILES string: O=C1CNC1
Net charge: 0

Entry 4:
Formula: C5H10NOS
Source: the Open Molecules 2025 dataset
Level of theory: ωB97M-V/def2-TZVPD

The geometry in XYZ format:
```
18
C5H10NOS ωB97M-V/def2-TZVPD
C -1.2211 0.7520 -0.5426
C 2.6868 -1.1122 -0.1139
C -0.3390 1.8769 -0.8756
C 0.5484 0.3956 1.1494
C -1.3860 -1.1307 0.9799
N -0.4335 -0.2506 0.3181
O 1.7144 -1.5252 -0.6038
S 0.7339 1.9807 0.6494
H -2.1601 1.1423 -0.0712
H -1.5200 0.2399 -1.5354
H 2.6103 -0.3532 0.6040
H 3.7167 -1.4230 -0.4032
H 0.4447 1.5916 -1.7225
H -0.8082 2.7983 -1.0356
H -2.0212 -0.7108 1.7845
H -2.0252 -1.5476 0.2349
H -0.8600 -1.9412 1.3853
H 0.3191 -0.7830 -0.2016
```

Energy (Ha): -724.30685
Net charge: +1

Entry 5:
Formula: C35H31BiN6O12P2S4
Source: the Open Molecules 2025 dataset
Level of theory: ωB97M-V/def2-TZVPD

The geometry in XYZ format:
```
91
C35H31BiN6O12P2S4 ωB97M-V/def2-TZVPD
Bi 0.0203 0.2995 -0.2209
S 1.6805 -2.4105 0.3328
C 1.0671 -2.4306 1.8750
N 1.8568 -2.3699 2.9575
C 1.2456 -2.3088 4.2639
C 0.1766 -3.3880 4.3267
N -0.7618 -3.1903 3.2465
C -2.1249 -3.6069 3.4896
C -2.7771 -2.7580 4.5483
C -3.3913 -3.3282 5.6557
C -3.9567 -2.5252 6.6325
C -3.8693 -1.1468 6.5323
C -3.2630 -0.5748 5.4270
C -2.7327 -1.3741 4.4327
C -0.3648 -2.6459 2.0822
S -1.4447 -2.2848 0.8759
C 3.2368 -1.9921 2.7945
C 4.0680 -3.1772 2.3745
C 3.8617 -4.4217 2.9573
C 4.6086 -5.5174 2.5648
C 5.5840 -5.3799 1.5929
C 5.7931 -4.1443 1.0049
C 5.0408 -3.0507 1.3939
H 0.8166 -1.3015 4.4174
H 2.0091 -2.4848 5.0253
H -0.3710 -3.3305 5.2723
H 0.6339 -4.3895 4.2459
H -2.1142 -4.6631 3.7851
H -2.6584 -3.5125 2.5390
H -3.4169 -4.4054 5.7625
H -4.4500 -2.9767 7.4834
H -4.2636 -0.5195 7.3193
H -3.1858 0.4968 5.3299
H -2.2826 -0.9121 3.5659
H 3.5850 -1.5843 3.7472
H 3.2896 -1.2005 2.0401
H 3.1020 -4.5420 3.7167
H 4.4222 -6.4828 3.0154
H 6.1714 -6.2357 1.2907
H 6.5364 -4.0371 0.2283
H 5.1928 -2.0938 0.9193
O 2.7213 2.1836 -3.1001
P 1.3848 2.4309 -2.2371
O 1.1753 3.8654 -2.0221
O 1.5778 1.5361 -0.9987
O 0.2087 1.8229 -3.1340
P -0.0384 0.2475 -3.5512
O 1.1638 0.0166 -4.6084
O -1.3406 0.1418 -4.2244
O 0.2941 -0.6051 -2.3589
H 2.9251 3.0417 -3.4701
H 0.7995 0.2332 -5.4652
O 1.0614 0.5807 4.0134
C 1.0942 0.9935 2.8511
O 1.1995 0.2304 1.8356
C 1.1037 2.4815 2.6470
C 1.9721 3.1952 3.4689
C 2.0653 4.5710 3.4085
C 1.2603 5.2638 2.5158
C 0.3821 4.5740 1.7075
C 0.3004 3.1826 1.7507
S -0.9210 2.4560 0.7034
H 2.5849 2.6413 4.1653
H 2.7428 5.1060 4.0625
H 1.3082 6.3432 2.4586
H -0.2611 5.0877 1.0126
O -7.0600 5.5500 -3.8357
S -7.7255 4.6262 -4.7388
O -9.1750 4.7699 -4.7611
O -7.1195 4.5186 -6.0635
C -7.3820 2.9410 -4.0970
N -8.3262 2.0305 -4.2845
C -8.0075 0.7810 -3.9986
C -6.7527 0.4118 -3.5384
C -5.8471 1.4522 -3.3038
N -6.1848 2.7079 -3.5959
C -4.5239 1.2300 -2.6927
C -4.1494 0.0083 -2.1309
C -2.9107 -0.1045 -1.5357
N -2.0573 0.9039 -1.4472
C -2.3928 2.0726 -1.9806
C -3.6029 2.2745 -2.6175
H -8.7984 0.0504 -4.1352
H -6.5011 -0.6236 -3.3681
H -4.7969 -0.8540 -2.1390
H -2.5909 -1.0353 -1.0922
H -1.6777 2.8764 -1.8771
H -3.8554 3.2312 -3.0444
N -2.3947 1.5565 3.1650
C -1.9392 0.9143 2.2820
H -2.5583 2.4635 3.5561
```

Energy (Ha): -5074.27535
Net charge: -2

Entry 6:
Formula: C8H13N4OS
Source: the Open Molecules 2025 dataset
Level of theory: ωB97M-V/def2-TZVPD

The geometry in XYZ format:
```
27
C8H13N4OS ωB97M-V/def2-TZVPD
C -0.5788 1.3006 0.9251
C -2.7938 1.0913 -0.2001
C -1.6473 0.5202 0.3635
C 0.6849 0.7478 1.1187
C -0.0759 -1.3387 0.4068
C 0.3073 -2.7678 0.4944
C -0.0541 1.9933 -3.2624
C 3.0617 0.3193 2.2356
N 0.8436 -0.5831 0.9048
N -0.3025 0.0892 -1.8066
N -1.3889 -0.8641 0.1783
N -2.3707 -1.6929 -0.0147
O -0.7324 1.1189 -2.5618
S 1.9791 1.6347 1.7316
H -0.6571 2.3463 0.9356
H -2.8148 2.1311 -0.1424
H 1.2985 -2.6995 0.9534
H 0.4061 -3.1914 -0.4881
H -0.2406 -3.2114 1.3133
H 0.9417 2.1890 -3.3320
H -0.6982 2.5437 -3.9494
H -3.5575 0.5314 -0.7090
H 2.7202 0.1098 3.2285
H 4.0117 0.8266 2.2189
H 2.9415 -0.4994 1.5208
H -1.9341 -2.6140 -0.1112
H 0.6503 -0.0308 -1.9518
```

Energy (Ha): -1004.53320
Net charge: +1

Entry 7:
Formula: C8H10Br3N
Source: the Open Molecules 2025 dataset
Level of theory: ωB97M-V/def2-TZVPD

The geometry in XYZ format:
```
22
C8H10Br3N ωB97M-V/def2-TZVPD
Br 4.4932 -1.2809 0.8383
C 2.5789 -0.8207 0.5299
C 2.3436 0.7441 0.7326
C 1.3966 1.3178 -0.3969
C -0.0218 0.6402 -0.3655
C -0.5305 0.0970 0.8808
C -1.8474 -0.5655 0.8514
C -2.5881 -0.6066 -0.4290
Br -4.3988 -1.4375 -0.5089
C -1.9596 -0.0108 -1.6168
N -0.7120 0.6043 -1.5528
H 2.3484 -1.1509 -0.5137
H 1.9789 -1.4438 1.2330
H 3.3383 1.2487 0.6353
H 1.9384 0.8637 1.7658
H 1.3415 2.4358 -0.4093
H 1.8663 0.9857 -1.3725
H -0.0097 0.1387 1.8581
H -2.2400 -1.0132 1.7923
H -2.4765 0.0049 -2.6047
H -0.3413 1.0205 -2.4060
Br -6.4983 -1.7715 1.0584
```

Energy (Ha): -8087.52211
Net charge: 0

Entry 8:
Formula: CH3NO2S2
Source: the Open Molecules 2025 dataset
Level of theory: ωB97M-V/def2-TZVPD

The geometry in XYZ format:
```
9
CH3NO2S2 ωB97M-V/def2-TZVPD
C 0.3052 -0.2788 0.1810
N -0.6590 0.3747 0.7302
O -1.8573 0.0928 0.8169
O -0.3006 1.6574 1.1761
S -0.1308 -1.0083 -2.9251
S 1.9098 -0.1363 0.7271
H -0.4593 -1.8998 -2.0967
H -1.0748 2.0557 1.6921
H 2.2668 -0.8573 -0.3017
```

Energy (Ha): -1041.24696
Net charge: 0